Entry 1:
Density functional theory data (ωB97M-V with the def2-TZVPD basis set) for a 3-piece molecular cluster, C3H10O3 overall.

XYZ file:
```
16
Properties=species:S:1:pos:R:3:nbo_charge:R:1
C 1.07460 -0.93378 1.26003 -0.6525
C 0.50357 0.44921 1.38099 -0.2460
C -0.78694 0.71438 1.31209 0.0893
O -1.32161 2.04048 1.36481 -0.7194
H 1.55673 -1.12901 0.29603 0.2151
H 0.43912 -1.83046 1.26673 0.2223
H 1.84572 -1.17938 2.00053 0.2168
H 1.20703 1.27341 1.39351 0.2058
H -1.50789 -0.05133 1.04828 0.1880
H -1.16401 2.22517 0.42638 0.4753
O 3.04551 -0.58536 -4.61669 -0.9282
H 3.69505 -0.85467 -3.97323 0.4635
H 2.98674 -1.38474 -5.15734 0.4647
O -3.78481 0.04943 0.60196 -0.9466
H -3.70878 0.51137 1.44531 0.4792
H -4.08003 0.68530 -0.04940 0.4727
```

As for the LUMO energy: 0.8 eV. The value obtained for the total energy is -345.96663 a.u. The relative energy (zero: lowest compared OMol25 entry of this formula, charge and spin) is 30.01 kcal/mol. As for the net charge: 0. As for the max |F|: 1.940 eV/A. As for the SMILES: C/C=C/O.O.O. As for the spin multiplicity: 1. As for the HOMO-LUMO gap: 10.205 eV.

Entry 2:
Density functional theory data (ωB97M-V with the def2-TZVPD basis set) for a 3-piece molecular cluster, C3H10O3 overall.

XYZ file:
```
16
Properties=species:S:1:pos:R:3:nbo_charge:R:1
C 0.06176 0.04074 1.99767 -0.2040
O -1.23221 -0.74550 1.92169 -0.6451
C -0.06666 1.36511 1.44999 0.0630
C -0.80391 1.60455 0.32645 -0.0304
H -0.05723 0.33170 2.96162 0.2641
H 1.00786 -0.49543 1.65143 0.2907
H -0.84523 -1.61231 1.91403 0.4850
H 0.68138 2.06415 1.76303 0.2541
H -1.15996 2.61321 0.25887 0.2259
H -1.30665 0.83623 -0.34776 0.2934
H -1.03924 -1.85747 -2.31296 0.4904
H -0.50040 -2.33902 -1.01905 0.4684
O -0.66490 -1.48397 -1.46586 -0.9561
H 2.66532 0.80994 -2.87530 0.4575
H 2.95539 -0.58245 -2.80141 0.4628
O 2.20356 0.00060 -3.18547 -0.9197
```

As for the LUMO energy (spin up / spin down): -5.4 / -8.9 eV. As for the expectation value of S²: 0.754. The value obtained for the total energy is -345.57792 a.u. The relative energy (zero: lowest compared OMol25 entry of this formula, charge and spin) is 69.80 kcal/mol. As for the net charge: +1. As for the max |F|: 4.399 eV/A. As for the spin multiplicity: 2. As for the HOMO-LUMO gap (spin up / spin down): 8.742 / 5.232 eV.

Entry 3:
Density functional theory data (ωB97M-V with the def2-TZVPD basis set) for a 3-piece molecular cluster, C3H10O3S overall.

XYZ file:
```
17
Properties=species:S:1:pos:R:3:nbo_charge:R:1
O -1.26887 0.98881 0.26508 -0.5510
C -0.81067 -0.03534 -0.16303 0.4785
C 0.13930 -0.96063 0.69701 -0.4949
C 1.50972 -0.14594 0.94630 -0.4871
S 2.19666 -0.66051 2.60586 -0.0573
H -0.96509 -0.29115 -1.34133 0.1172
H -0.34868 -1.09297 1.55443 0.2189
H 0.36977 -1.94231 0.22608 0.2258
H 1.41068 0.91870 0.77600 0.2219
H 2.22011 -0.55516 0.23681 0.2207
H 1.01430 -0.72792 3.37944 0.1412
O -1.24051 2.38083 2.60344 -1.0014
H -1.01838 1.90504 1.68878 0.4996
H -2.14345 2.21981 2.89008 0.4678
O -0.69287 -0.94121 -5.33668 -0.9147
H -0.32183 -0.62011 -6.17448 0.4601
H -0.05020 -0.43994 -4.85379 0.4548
```

As for the LUMO energy: 0.2 eV. The value obtained for the total energy is -744.14314 a.u. The relative energy (zero: lowest compared OMol25 entry of this formula, charge and spin) is 36.90 kcal/mol. As for the net charge: 0. As for the max |F|: 5.188 eV/A. As for the SMILES: O=CCCS.O.O. As for the spin multiplicity: 1. As for the HOMO-LUMO gap: 9.544 eV.